# 1
The following is a DFT calculation (wB97M-V/def2-TZVPD) of C62H42As2Cl4F6N4OY as an isolated structure.

For the orbital gap (alpha / beta), the calculation gives 0.22325 / 0.17443 Eh. As for the expectation value of S²: 0.767.

```
! RIJCOSX wB97M-V def2-TZVPD def2/J DEFGRID3
* xyz 0 2
Y 0.1018 -0.6102 -0.2792
Cl -3.5389 4.7997 -7.3618
C -2.9959 3.7247 -6.1308
C -3.1791 2.3513 -6.2843
C -2.7353 1.4802 -5.2876
C -2.1004 1.9792 -4.1412
C -1.9244 3.3626 -3.9985
C -2.3746 4.2356 -4.9914
C -1.6029 1.0303 -3.1207
C -2.2398 0.8638 -1.9422
C -3.3608 1.6595 -1.4841
C -3.7024 1.2271 -0.2691
C -2.8982 0.0555 0.0161
C -3.1112 -0.7886 1.0510
C -3.9890 -0.4619 2.1956
C -5.3832 -0.4092 2.0919
C -6.1599 -0.1109 3.2159
C -5.5432 0.1234 4.4458
Cl -6.5025 0.4798 5.8309
C -4.1570 0.0703 4.5647
C -3.3835 -0.2168 3.4397
C -2.3771 -2.1078 1.0321
N -1.2700 -2.4498 0.4361
C -0.9483 -3.6975 0.9005
C 0.2567 -4.2873 0.7596
C 0.4410 -5.6322 1.3651
C 0.7963 -5.7639 2.7150
C 0.9677 -7.0319 3.2747
C 0.7905 -8.1673 2.4846
Cl 1.0049 -9.7294 3.1751
C 0.4415 -8.0483 1.1400
C 0.2653 -6.7812 0.5803
C 1.3890 -3.6117 -0.0027
C 2.6487 -4.1729 -0.1513
C 3.3015 -3.3996 -1.0928
C 2.3903 -2.4314 -1.4838
N 1.3631 -2.4321 -0.6368
C 2.5679 -1.5407 -2.6898
C 1.5499 -0.7991 -3.1827
C 1.6743 0.1396 -4.2717
C 0.5607 0.8499 -4.3994
C -0.2940 0.2892 -3.3292
N 0.2490 -0.7302 -2.7052
C 3.8954 -1.4669 -3.3627
C 4.9257 -0.7143 -2.7792
C 6.1851 -0.6601 -3.3797
C 6.4150 -1.3553 -4.5658
Cl 7.9678 -1.2901 -5.3057
C 5.3987 -2.1063 -5.1563
C 4.1403 -2.1668 -4.5530
C -2.0772 -4.1794 1.6616
C -2.9839 -3.2149 1.8013
N -1.9660 -0.0246 -0.9644
H -3.6662 1.9502 -7.1677
H -2.8823 0.4067 -5.3941
H -1.4427 3.7506 -3.1027
H -2.2393 5.3053 -4.8654
H -3.8129 2.4867 -2.0002
H -4.4869 1.6338 0.3420
H -5.8567 -0.5889 1.1292
H -7.2400 -0.0591 3.1216
H -3.6691 0.2553 5.5167
H -2.2971 -0.2454 3.5206
H 0.9321 -4.8764 3.3306
H 1.2362 -7.1242 4.3233
H 0.3020 -8.9317 0.5234
H -0.0132 -6.6860 -0.4684
H 3.0216 -5.0775 0.3078
H 4.2787 -3.5902 -1.5134
H 2.5569 0.2957 -4.8679
H 0.3485 1.6506 -5.0777
H 4.7441 -0.1714 -1.8522
H 6.9756 -0.0765 -2.9164
H 5.5776 -2.6467 -6.0815
H 3.3479 -2.7565 -5.0106
H -2.1636 -5.1662 2.0838
H -3.9303 -3.2259 2.3031
O 0.1018 -1.2982 1.8787
H 0.6386 -2.0255 2.2831
H -0.4350 -0.9393 2.6294
F 2.2141 0.0633 -0.2792
As 3.9460 0.6114 -0.2775
F 3.4258 2.2548 0.2967
F 3.7746 1.1596 -2.0012
F 5.6784 1.1587 -0.2754
F 4.4656 -1.0321 -0.8518
F 4.1168 0.0632 1.4462
C -1.6123 1.6703 5.7495
C -2.2387 2.4863 4.8066
C -1.7535 2.5470 3.4963
C -0.6246 1.7970 3.1161
C -0.0164 0.9671 4.0718
C -0.5041 0.9071 5.3805
As 0.1018 1.8296 1.2768
C -0.9327 3.3051 0.4937
C -1.6319 3.0549 -0.6941
C -2.3994 4.0604 -1.2887
C -2.4716 5.3251 -0.6993
C -1.7765 5.5843 0.4857
C -1.0096 4.5783 1.0830
C 1.8546 2.6655 1.6292
C 2.8191 1.9228 2.3291
C 4.0807 2.4604 2.5966
C 4.3982 3.7468 2.1602
C 3.4563 4.4903 1.4460
C 2.1927 3.9527 1.1748
H -1.9906 1.6226 6.7625
H -3.1053 3.0699 5.0896
H -2.2765 3.1747 2.7960
H 0.8315 0.3560 3.8101
H -0.0242 0.2649 6.1077
H -1.5854 2.0766 -1.1555
H -2.9398 3.8575 -2.2045
H -3.0676 6.1025 -1.1598
H -1.8348 6.5636 0.9423
H -0.4809 4.7877 2.0038
H 2.6053 0.9201 2.6623
H 4.8132 1.8765 3.1399
H 5.3755 4.1631 2.3682
H 3.7073 5.4838 1.0984
H 1.5011 4.5486 0.6052
H 0.1018 1.1181 -1.3814
*
```

# 2
The following is a DFT calculation (wB97M-V/def2-TZVPD) of C62H45Cl2F6NO4P3PbS3Si as an isolated structure.

For the orbital gap, the calculation gives 0.27474 Eh.

```
! RIJCOSX wB97M-V def2-TZVPD def2/J DEFGRID3
* xyz 1 1
Pb 0.1004 1.1610 1.2426
C -1.1980 -0.9508 -6.6039
C -2.1304 -1.7706 -5.9908
C -2.4051 -1.6385 -4.6414
C -1.7538 -0.6633 -3.8962
C -0.7921 0.1351 -4.5106
C -0.5177 -0.0024 -5.8578
P -2.0666 -0.3513 -2.1141
C -3.2709 1.0244 -2.1858
C -4.0121 1.2967 -1.0358
C -4.9002 2.3567 -1.0247
C -5.0299 3.1711 -2.1395
C -4.2725 2.9184 -3.2715
C -3.3892 1.8541 -3.2956
C -3.1388 -1.7761 -1.7391
C -4.4694 -1.8969 -2.1074
C -5.1560 -3.0635 -1.8138
C -4.4990 -4.1039 -1.1784
C -3.1749 -3.9750 -0.7852
C -2.4802 -2.7995 -1.0417
Si -0.7890 -2.2654 -0.3396
C 0.0031 -3.4293 0.9334
C -0.1350 -4.8117 0.7703
C 0.2143 -5.7037 1.7661
C 0.6491 -5.2175 2.9857
C 0.8547 -3.8596 3.1499
C 0.6055 -2.9635 2.1164
P 1.2490 -1.2300 2.2781
C 2.9822 -1.5062 1.7343
C 3.9070 -0.5590 2.1720
C 5.2537 -0.7454 1.9375
C 5.6862 -1.8560 1.2291
C 4.7641 -2.7605 0.7328
C 3.4115 -2.5922 0.9833
C 1.5706 -1.0302 4.0686
C 2.6057 -1.7311 4.6914
C 2.8517 -1.5549 6.0392
C 2.0888 -0.6643 6.7788
C 1.0730 0.0458 6.1619
C 0.8122 -0.1354 4.8144
C 0.4790 -1.8728 -1.7178
C 0.4019 -2.9060 -2.6569
C 1.1153 -2.8976 -3.8379
C 1.9344 -1.8225 -4.1316
C 2.0360 -0.7928 -3.2194
C 1.3432 -0.8098 -2.0081
P 1.6758 0.6511 -0.9399
C 1.4174 2.0571 -2.0930
C 0.1159 2.5225 -2.2763
C -0.1352 3.6219 -3.0774
C 0.9135 4.2682 -3.7112
C 2.2100 3.8153 -3.5307
C 2.4658 2.7175 -2.7270
C 3.4991 0.6731 -0.7699
C 4.0203 1.7662 -0.0755
C 5.3877 1.9415 0.0188
C 6.2452 1.0335 -0.5806
C 5.7302 -0.0602 -1.2534
C 4.3622 -0.2556 -1.3388
H -1.0064 -1.0504 -7.6606
H -2.6562 -2.5181 -6.5650
H -3.1365 -2.2846 -4.1794
H -0.2677 0.8797 -3.9299
H 0.2259 0.6287 -6.3222
H -3.8950 0.6749 -0.1546
H -5.4969 2.5515 -0.1464
H -5.7200 4.0006 -2.1245
H -4.3728 3.5442 -4.1454
H -2.8024 1.6564 -4.1815
H -4.9597 -1.0857 -2.6264
H -6.1970 -3.1664 -2.0828
H -5.0251 -5.0209 -0.9667
H -2.7018 -4.7813 -0.2452
H -0.5036 -5.1906 -0.1704
H 0.1309 -6.7652 1.5994
H 0.8483 -5.8907 3.8028
H 1.2125 -3.4924 4.0982
H 3.5636 0.3069 2.7237
H 5.9674 -0.0297 2.3128
H 6.7418 -2.0076 1.0646
H 5.0991 -3.6104 0.1584
H 2.7013 -3.3166 0.6102
H 3.2272 -2.4031 4.1148
H 3.6446 -2.1159 6.5096
H 2.2980 -0.5193 7.8278
H 0.4761 0.7458 6.7248
H 0.0082 0.4156 4.3460
H -0.2649 -3.7311 -2.4663
H 1.0105 -3.7159 -4.5317
H 2.4798 -1.7833 -5.0605
H 2.6500 0.0655 -3.4514
H -0.7087 2.0249 -1.7802
H -1.1475 3.9770 -3.2034
H 0.7230 5.1220 -4.3440
H 3.0311 4.3236 -4.0129
H 3.4856 2.3941 -2.5799
H 3.3512 2.4816 0.3826
H 5.7845 2.7922 0.5511
H 7.3126 1.1729 -0.5150
H 6.3954 -0.7675 -1.7229
H 3.9799 -1.1241 -1.8535
Cl -1.2297 3.5748 0.4623
C -0.6829 4.6136 1.7456
C -1.4764 5.7195 1.9908
C -1.1209 6.6041 2.9922
C 0.0246 6.3735 3.7322
C 0.8124 5.2669 3.4684
Cl 2.2334 5.0350 4.3975
C 0.4781 4.3420 2.4677
S 1.6028 3.0164 2.1761
H -2.3619 5.8797 1.3940
H -1.7407 7.4633 3.1906
H 0.3231 7.0492 4.5170
F -4.4486 -1.9102 1.0745
C -3.6399 -2.1061 2.1082
F -4.3255 -1.9066 3.2199
F -3.2091 -3.3621 2.0912
S -2.1641 -0.9371 2.0894
O -1.5738 -1.0807 0.7267
O -1.3194 -1.3891 3.1306
N -2.7192 0.4886 2.1347
S -2.6588 1.3481 3.5044
O -2.8280 0.5298 4.6459
O -1.5669 2.2645 3.4318
C -4.2528 2.2795 3.1853
F -4.7729 2.8374 4.2649
F -4.0647 3.2157 2.2639
F -5.1247 1.3966 2.7040
*
```

# 3
The following is a DFT calculation (wB97M-V/def2-TZVPD) of C62H46ClNO2P3SSiY as an isolated structure.

For the orbital gap, the calculation gives 0.23551 Eh. Its energy above the lowest of the compared OMol25 structures with the same formula, charge and spin is 0.778 eV.

```
! RIJCOSX wB97M-V def2-TZVPD def2/J DEFGRID3
* xyz 0 1
Y -1.0002 0.0432 0.0503
C 0.2592 -5.0790 4.5829
C -0.7862 -5.5032 3.7765
C -1.0874 -4.8219 2.6085
C -0.3435 -3.7039 2.2290
C 0.6979 -3.2853 3.0494
C 1.0021 -3.9675 4.2164
P -0.6766 -2.8025 0.6719
C -2.3363 -3.4487 0.2847
C -2.5764 -4.4185 -0.6857
C -3.8649 -4.8655 -0.9157
C -4.9265 -4.3540 -0.1796
C -4.6919 -3.3911 0.7886
C -3.4008 -2.9439 1.0195
C 0.5114 -3.4965 -0.5228
C 0.6990 -4.8779 -0.5004
C 1.6507 -5.4844 -1.2966
C 2.4664 -4.6885 -2.0858
C 2.2933 -3.3174 -2.0850
C 1.2984 -2.6708 -1.3447
Si 1.1374 -0.7479 -1.5290
C 2.9115 -0.1673 -1.0856
C 3.9562 -0.1394 -2.0183
C 5.2464 0.2103 -1.6764
C 5.5488 0.5505 -0.3630
C 4.5366 0.5633 0.5738
C 3.2275 0.2316 0.2215
P 1.8842 0.4113 1.4558
C 2.5938 -0.3360 2.9631
C 3.5602 -1.3359 2.9297
C 4.0267 -1.9000 4.1079
C 3.5252 -1.4817 5.3311
C 2.5401 -0.5048 5.3729
C 2.0786 0.0615 4.1971
C 1.9852 2.1925 1.9038
C 0.9732 3.0594 1.5190
C 1.0323 4.4175 1.8061
C 2.1120 4.9261 2.5024
C 3.1308 4.0711 2.9118
C 3.0654 2.7248 2.6166
C 0.9683 -0.2337 -3.3655
C 1.6554 -0.8027 -4.4429
C 1.6008 -0.2797 -5.7209
C 0.8574 0.8684 -5.9693
C 0.1470 1.4420 -4.9358
C 0.1745 0.8822 -3.6606
P -0.8052 1.6941 -2.3500
C 0.0826 3.2926 -2.2574
C -0.3759 4.5108 -2.7408
C 0.4292 5.6373 -2.6739
C 1.7069 5.5569 -2.1393
C 2.1790 4.3387 -1.6689
C 1.3682 3.2208 -1.7265
C -2.4231 2.0924 -3.0588
C -3.2044 3.0458 -2.4042
C -4.4857 3.3301 -2.8417
C -5.0099 2.6506 -3.9338
C -4.2477 1.6893 -4.5771
C -2.9610 1.4093 -4.1422
H 0.4892 -5.6109 5.4955
H -1.3729 -6.3679 4.0525
H -1.9114 -5.1682 1.9973
H 1.2859 -2.4133 2.7809
H 1.8168 -3.6205 4.8343
H -1.7621 -4.7886 -1.2929
H -4.0464 -5.6059 -1.6828
H -5.9296 -4.7052 -0.3709
H -5.5100 -2.9860 1.3672
H -3.2324 -2.1918 1.7886
H 0.1037 -5.4946 0.1644
H 1.7718 -6.5583 -1.2783
H 3.2415 -5.1346 -2.6922
H 2.9809 -2.7268 -2.6742
H 3.7516 -0.3924 -3.0511
H 6.0217 0.2142 -2.4295
H 6.5561 0.8148 -0.0762
H 4.7729 0.8367 1.5920
H 3.9643 -1.6765 1.9840
H 4.7857 -2.6690 4.0649
H 3.8934 -1.9207 6.2482
H 2.1328 -0.1793 6.3194
H 1.3147 0.8273 4.2413
H 0.0947 2.6910 0.9928
H 0.2333 5.0656 1.4753
H 2.1642 5.9800 2.7344
H 3.9729 4.4601 3.4663
H 3.8554 2.0775 2.9688
H 2.2336 -1.7033 -4.2946
H 2.1373 -0.7640 -6.5254
H 0.8226 1.3035 -6.9573
H -0.4403 2.3328 -5.1296
H -1.3647 4.5924 -3.1778
H 0.0568 6.5792 -3.0516
H 2.3327 6.4365 -2.0950
H 3.1726 4.2557 -1.2508
H 1.7641 2.2717 -1.3714
H -2.8135 3.5794 -1.5430
H -5.0722 4.0802 -2.3293
H -6.0119 2.8675 -4.2777
H -4.6558 1.1438 -5.4156
H -2.3862 0.6357 -4.6344
Cl -6.0336 4.1440 4.1966
C -4.7268 3.2501 3.4792
C -3.4704 3.2579 4.1034
C -2.4139 2.5649 3.5726
C -2.5588 1.8172 2.3740
O -1.5456 1.1616 1.9026
C -3.8353 1.8296 1.7526
C -4.0960 1.1369 0.5251
O -3.2728 0.5001 -0.1383
C -4.9096 2.5461 2.3230
H -3.3391 3.8195 5.0179
H -1.4458 2.5697 4.0524
H -5.1239 1.1876 0.1331
H -5.8752 2.5357 1.8373
S -2.2839 -1.2904 -2.0968
C -1.3917 -2.3741 -3.0558
N -0.8075 -3.0988 -3.7383
*
```

# 4
The following is a DFT calculation (wB97M-V/def2-TZVPD) of C62H49FN5O6PTeW as an isolated structure.

For the orbital gap (alpha / beta), the calculation gives 0.13033 / 0.13225 Eh.

```
! RIJCOSX wB97M-V def2-TZVPD def2/J DEFGRID3
* xyz 0 1
W 0.6816 0.3210 0.1474
C 3.9684 -7.8193 -0.9976
C 3.1116 -7.9211 0.0887
C 2.4306 -6.8019 0.5434
C 2.6062 -5.5762 -0.0904
C 3.4664 -5.4748 -1.1798
C 4.1455 -6.5968 -1.6294
C 1.8872 -4.3718 0.3818
C 0.4792 -4.2256 0.0761
C -0.4427 -5.1614 -0.3665
C -1.5935 -4.4678 -0.7199
C -1.3822 -3.0911 -0.5018
N -0.1114 -2.9673 0.0296
C -2.3322 -2.0921 -0.8461
C -2.3253 -0.7125 -0.5789
C -3.3694 0.1635 -0.8049
C -2.9193 1.5482 -0.4399
C -1.8144 1.1768 0.5244
C -1.5443 1.6525 1.7820
C -2.1945 2.8980 2.2613
C -3.5472 2.9396 2.5822
C -4.1335 4.1253 3.0010
C -3.3720 5.2793 3.1054
C -2.0195 5.2455 2.7932
C -1.4331 4.0613 2.3754
C -0.7348 0.8132 2.6555
N 0.1916 0.0229 2.1437
C 0.4801 -1.0076 3.0196
C 1.1961 -2.0886 2.5995
C 1.3839 -3.2371 3.5267
C 0.3551 -4.1725 3.5878
C 0.4766 -5.2849 4.4072
C 1.6207 -5.4632 5.1708
C 2.6396 -4.5222 5.1204
C 2.5245 -3.4103 4.3008
C 0.8069 -1.8441 0.1838
C 1.3598 -1.3319 -1.1049
C 2.8014 -1.5914 -1.4272
C 2.4879 -3.3471 1.0077
N 1.6679 -2.2244 1.3029
C -0.2404 -0.7236 4.2371
C -0.9696 0.4087 4.0279
N -1.2865 -0.0262 0.0862
C -3.5728 -2.5857 -1.5166
C -4.6376 -3.0704 -0.7623
C -5.7957 -3.5140 -1.3828
C -5.9019 -3.4748 -2.7658
C -4.8475 -2.9885 -3.5237
C -3.6889 -2.5471 -2.9019
H 4.4995 -8.6936 -1.3512
H 2.9765 -8.8731 0.5858
H 1.7690 -6.8684 1.3993
H 3.5834 -4.5110 -1.6631
H 4.8133 -6.5173 -2.4775
H -0.2703 -6.2226 -0.4314
H -2.5077 -4.8874 -1.1022
H -4.2664 -0.0636 -1.3554
H -3.6641 2.2113 -0.0076
H -4.1410 2.0370 2.4966
H -5.1877 4.1472 3.2459
H -3.8320 6.2034 3.4312
H -1.4207 6.1441 2.8749
H -0.3809 4.0209 2.1174
H -0.5292 -4.0339 2.9771
H -0.3253 -6.0106 4.4471
H 1.7162 -6.3305 5.8108
H 3.5285 -4.6533 5.7236
H 3.3146 -2.6719 4.2666
H 0.6799 -1.6238 -1.9089
H 4.1751 -0.8647 -2.7380
H -0.2107 -1.3291 5.1288
H -1.6439 0.8991 4.7104
H -4.5502 -3.0945 0.3172
H -6.6176 -3.8879 -0.7856
H -6.8059 -3.8188 -3.2513
H -4.9269 -2.9503 -4.6025
H -2.8649 -2.1636 -3.4912
C -0.4856 7.3861 -2.7027
C -0.7946 6.9147 -1.2850
C -2.2236 7.2307 -0.8542
C -3.2218 6.5129 -1.7539
C -2.8363 5.0690 -1.9010
C -3.7706 4.1355 -2.4956
C -3.5251 2.8280 -2.5110
F -4.3782 1.9576 -3.1201
C -2.3785 2.1957 -1.8116
C -1.2784 3.1953 -1.6208
C -0.0065 2.7742 -1.3654
O 0.3795 1.4938 -1.5145
C 0.9530 3.6995 -0.8163
C 0.6340 5.0084 -0.7541
N -0.5683 5.4738 -1.1786
C -1.6019 4.6049 -1.5516
C 1.9646 3.0754 0.0834
O 3.1484 3.3650 0.1222
O 1.3650 2.2024 0.8474
H -0.7099 8.4481 -2.8120
H -1.0798 6.8296 -3.4275
H 0.5675 7.2282 -2.9371
H -0.0980 7.3879 -0.5881
H -2.3757 8.3114 -0.8762
H -2.3560 6.8952 0.1779
H -3.2841 7.0149 -2.7279
H -4.2214 6.5888 -1.3161
H -4.6735 4.5111 -2.9629
H -1.9912 1.3617 -2.4023
H 1.2940 5.7411 -0.3058
C 6.1910 0.6844 1.2597
C 5.5738 1.0061 -0.0788
O 5.0167 -0.1924 -0.7131
P 3.7106 -0.8692 -0.0806
O 2.8666 0.1576 0.6585
Te 4.5151 -2.8311 1.2088
O 3.2127 -0.7365 -2.6988
C 2.9129 0.7067 -2.8561
C 3.5873 1.1897 -4.1126
H 6.6885 1.5734 1.6482
H 6.9315 -0.1126 1.1722
H 5.4273 0.3944 1.9830
H 6.3158 1.3533 -0.7955
H 4.7775 1.7468 0.0149
H 3.2650 1.2295 -1.9649
H 1.8317 0.7597 -2.8948
H 4.6753 1.1454 -4.0282
H 3.3139 2.2317 -4.2783
H 3.2700 0.6088 -4.9779
*
```

| no. | largest force on an atom (eV Å⁻¹) | calculated total energy (hartree) |
| --- | --- | --- |
| 1 | 8.083 | -9631.76060 |
| 2 | 1.781 | -6965.74760 |
| 3 | 0.976 | -4805.90432 |
| 4 | 2.471 | -3893.45115 |